Entry 1:
A 2-piece molecular cluster, Cl2H3PSi overall. Source: the Open Molecules 2025 dataset; level of theory: wB97M-V/def2-TZVPD.

As for the highest occupied orbital energy (spin up / spin down): -7.702 / -8.386 eV. The value obtained for the LUMO energy (spin up / spin down) is -1.064 / -0.797 eV. The energy relative to the best compared isomer or geometry (same formula, charge and spin) comes out at 318.8 kJ/mol. As for the electronic energy: -1552.994087 Ha.

```
! wB97M-V def2-TZVPD RIJCOSX def2/J DEFGRID3
* xyz 0 1
Si 0.97681 -0.70600 0.66849
P -1.11566 1.16989 -1.43273
Cl 2.58003 0.27513 1.25351
Cl 1.38446 -2.26287 -0.45743
H -0.21311 -1.14191 1.60446
H -1.42363 2.40784 -0.61625
H -2.18889 0.25792 -1.02006
*
```

=====

Entry 2:
One molecule with the formula Cl2H3PSi. Source: the Open Molecules 2025 dataset; level of theory: wB97M-V/def2-TZVPD.

As for the highest occupied orbital energy: -8.131 eV. Its structure (SMILES) is Cl[SiH2]PCl. The value obtained for the LUMO energy is -0.138 eV. The energy relative to the best compared isomer or geometry (same formula, charge and spin) comes out at 364.6 kJ/mol. As for the electronic energy: -1552.976660 Ha.

```
! wB97M-V def2-TZVPD RIJCOSX def2/J DEFGRID3
* xyz 0 1
Si -0.41920 -0.57466 0.90232
P 0.63466 0.46499 -1.24678
Cl -2.27837 -1.23473 0.19161
Cl 0.56328 1.93255 -2.23858
H -0.85659 -0.07456 2.20966
H 0.73995 -1.45593 0.65981
H 1.61627 0.94234 -0.47803
*
```

=====

Entry 3:
A 2-piece molecular cluster, Cl2H4N2P overall. Source: the Open Molecules 2025 dataset; level of theory: wB97M-V/def2-TZVPD.

As for the highest occupied orbital energy (spin up / spin down): -15.613 / -15.113 eV. The value obtained for the LUMO energy (spin up / spin down) is -8.569 / -5.559 eV. The energy relative to the best compared isomer or geometry (same formula, charge and spin) comes out at 425.1 kJ/mol. As for the electronic energy: -1373.291538 Ha.

```
! wB97M-V def2-TZVPD RIJCOSX def2/J DEFGRID3
* xyz 1 1
N -1.71945 -0.68386 -1.56444
N 0.41680 0.41304 1.50776
P 0.87587 0.00934 0.00643
Cl 2.06239 -1.64768 0.11874
Cl 2.06044 1.62203 -0.39749
H -1.38061 -0.21174 -2.43599
H -2.28750 -0.16993 -0.84410
H -0.45352 0.94259 1.38329
H 0.42559 -0.27379 2.22579
*
```

=====

Entry 4:
One molecule with the formula Cl2HNO2S. Source: the Open Molecules 2025 dataset; level of theory: wB97M-V/def2-TZVPD.

As for the highest occupied orbital energy: -11.182 eV. The value obtained for the LUMO energy is -2.480 eV. The energy relative to the best compared isomer or geometry (same formula, charge and spin) comes out at 121.1 kJ/mol. As for the electronic energy: -1524.294124 Ha.

```
! wB97M-V def2-TZVPD RIJCOSX def2/J DEFGRID3
* xyz 0 1
N -1.13246 0.45101 -0.71961
O 1.15216 -0.40578 -1.55629
O -0.27164 -1.61882 0.15505
S 0.04703 -0.45209 -0.60993
Cl 0.09528 0.05811 2.83066
Cl 1.23806 0.77883 1.24749
H -1.12842 1.18873 -1.34737
*
```

=====

Entry 5:
A 2-piece molecular cluster, Cl2HNS overall. Source: the Open Molecules 2025 dataset; level of theory: wB97M-V/def2-TZVPD.

As for the highest occupied orbital energy (spin up / spin down): -8.681 / -8.681 eV. The value obtained for the LUMO energy (spin up / spin down) is -3.160 / -3.161 eV. The energy relative to the best compared isomer or geometry (same formula, charge and spin) comes out at 368.8 kJ/mol. As for the electronic energy: -1373.738766 Ha.

```
! wB97M-V def2-TZVPD RIJCOSX def2/J DEFGRID3
* xyz 0 1
N 0.24322 0.32058 0.25587
S 4.05384 0.63738 -0.42076
Cl 3.87825 -1.21191 0.18759
Cl 1.37830 1.44105 0.45341
H -0.19421 0.12259 -0.70532
*
```

=====

Entry 6:
Cl2Li as an isolated structure. Source: the Open Molecules 2025 dataset; level of theory: wB97M-V/def2-TZVPD.

As for the highest occupied orbital energy: -4.658 eV. The value obtained for the LUMO energy is 2.681 eV. The energy relative to the best compared isomer or geometry (same formula, charge and spin) comes out at 95.7 kJ/mol. As for the electronic energy: -928.090076 Ha.

```
! wB97M-V def2-TZVPD RIJCOSX def2/J DEFGRID3
* xyz -1 1
Li 0.62860 -0.21484 -0.72116
Cl -1.94971 0.60096 -0.74838
Cl 1.32111 -0.38611 1.46953
*
```

=====

Copy entry 5 word for word.
A 2-piece molecular cluster, Cl2HNS overall. Source: the Open Molecules 2025 dataset; level of theory: wB97M-V/def2-TZVPD.

As for the highest occupied orbital energy (spin up / spin down): -8.681 / -8.681 eV. The value obtained for the LUMO energy (spin up / spin down) is -3.160 / -3.161 eV. The energy relative to the best compared isomer or geometry (same formula, charge and spin) comes out at 368.8 kJ/mol. As for the electronic energy: -1373.738766 Ha.

```
! wB97M-V def2-TZVPD RIJCOSX def2/J DEFGRID3
* xyz 0 1
N 0.24322 0.32058 0.25587
S 4.05384 0.63738 -0.42076
Cl 3.87825 -1.21191 0.18759
Cl 1.37830 1.44105 0.45341
H -0.19421 0.12259 -0.70532
*
```

=====

Q: Which value of electronic energy does entry 6 give?
A: -928.090076 Ha